C28H35AuN3O4P2 | the ωB97M-V functional and the def2-TZVPD basis

As for the electronic energy: -64527.1152 eV. As for the multiplicity: 3. As for the LUMO energy (spin up / spin down): -3.3 / -5.8 eV. Its net charge is +1. The energy above the lowest of the compared OMol25 structures with the same formula, charge and spin is 274.4 kJ/mol. The calculation puts the HOMO energy (spin up / spin down) at -9.646 / -10.854 eV.

```
73
Properties=species:S:1:pos:R:3:forces:R:3:lowdin_spin:R:1
H -0.709 -2.992 -3.153 0.388 0.185 0.191 -0.001
C -0.206 3.037 -0.467 0.041 -0.938 -0.239 0.003
C 1.695 4.415 -1.193 0.718 1.263 -0.886 0.000
H 4.499 4.358 -1.391 -0.278 -0.374 0.068 0.000
H -2.418 0.108 -3.018 -0.243 0.142 0.250 0.000
P -2.597 -0.238 -0.643 -0.348 0.402 0.261 0.095
H 4.082 3.585 2.692 0.002 -0.027 -0.178 0.000
H -2.818 1.747 0.662 -0.225 -0.455 0.070 0.000
N 0.691 1.951 -0.331 -0.167 0.668 0.305 0.037
O 0.246 1.169 1.764 -0.306 0.003 0.625 0.063
C 4.042 3.264 1.648 0.111 -0.033 -0.120 0.000
H -2.277 -4.419 3.721 -0.134 0.143 -0.264 0.000
H -2.345 1.659 -2.110 -0.160 -0.411 0.023 0.000
C 0.650 -3.966 -1.756 0.406 -0.437 -0.398 -0.007
C 1.790 -4.783 -1.774 -0.707 0.466 -0.383 0.041
H 0.783 0.904 -2.952 -0.086 -0.333 -0.174 0.001
C -0.157 -3.948 -0.603 0.101 1.150 1.075 0.043
H 3.044 -1.503 -2.836 -0.047 -0.007 0.417 0.006
C -2.614 -3.939 2.800 -0.481 0.507 -0.028 0.023
C -2.831 0.673 -2.172 -0.395 0.404 -0.483 0.014
H -0.544 -0.065 -3.661 0.440 -0.016 0.052 0.000
H -4.552 -3.362 3.576 0.383 -0.044 -0.421 0.001
C 3.797 2.924 -2.835 -0.034 0.080 -0.198 0.000
H 2.845 -2.348 -1.252 -0.469 0.486 -0.369 0.000
C 2.199 -5.483 -0.628 -0.053 -0.310 0.393 0.002
H -4.745 -1.330 -0.751 0.340 -0.143 0.093 0.002
C -3.329 0.772 0.665 -0.285 0.394 0.084 0.012
C 2.546 -1.461 -1.848 1.092 0.319 -0.050 0.017
H 0.983 -3.114 -3.740 -0.228 0.090 0.407 0.007
C 2.097 2.090 -0.306 -0.174 -0.094 -0.176 0.003
C -0.342 -4.172 1.786 -0.248 -1.060 0.231 0.131
H 2.360 -4.876 -2.707 -0.133 0.166 0.459 0.002
C 4.008 3.369 -1.401 -0.206 0.319 0.843 0.000
H 5.030 3.417 1.194 -0.166 -0.184 0.279 0.000
H 3.194 3.641 -3.403 0.099 -0.161 0.124 0.000
H 1.815 -5.866 1.462 -0.135 0.183 -0.317 0.001
C -2.168 -3.267 0.488 1.567 1.268 -0.038 0.092
C 0.300 -4.568 0.584 0.804 -0.459 -0.388 0.034
H -4.400 0.932 0.464 0.249 -0.073 0.134 0.002
H 2.887 -0.562 -1.294 -0.190 -0.549 -0.422 0.001
H -3.193 0.305 1.649 -0.067 0.027 -0.305 0.001
H 2.069 4.157 1.431 0.200 -0.086 -0.018 0.000
C 0.351 -2.949 -2.845 -0.243 -0.885 -0.155 0.024
H -5.233 -2.173 1.490 0.479 -0.150 0.155 0.002
H 0.028 -4.627 2.726 -0.151 0.698 -0.520 0.005
C -3.415 -2.592 0.437 -0.396 0.285 0.150 0.012
H 0.119 -2.348 1.439 0.178 -0.078 -0.361 0.198
P 0.782 -1.340 -2.116 0.662 -0.519 0.500 0.187
C -3.863 -3.335 2.722 0.492 -0.576 0.386 0.032
C -4.247 -2.652 1.553 -0.020 0.152 -1.086 0.046
N 0.344 4.187 -0.948 0.187 0.007 0.012 0.001
H 3.125 -6.077 -0.665 -0.621 0.253 0.053 -0.001
C -3.700 -1.687 -0.759 -0.494 -0.720 0.180 0.008
O -1.404 2.907 -0.295 0.698 0.098 -0.039 0.001
C 1.469 -5.378 0.547 0.209 0.283 -0.226 0.031
C 0.512 -0.084 -3.359 -0.027 0.544 -0.362 0.042
H 3.787 2.199 1.606 0.255 0.233 0.219 0.000
H 4.774 2.849 -3.327 -0.259 -0.052 0.042 0.000
O 2.018 5.372 -1.881 -0.324 -1.202 0.989 0.000
H -0.312 4.866 -1.306 0.027 0.161 0.036 0.000
Au -0.380 -1.039 -0.049 -0.408 0.511 0.711 0.465
H -3.910 0.819 -2.333 0.298 0.039 -0.084 0.003
C 2.704 3.484 -0.514 0.172 -0.382 -1.361 0.002
O 2.756 1.095 -0.093 -0.068 0.472 -0.087 0.003
H 4.683 2.664 -0.892 -0.290 0.243 -0.128 0.000
H 1.142 -0.307 -4.232 -0.171 0.125 0.156 0.011
H 3.322 1.939 -2.879 0.020 -0.011 -0.046 0.000
H 3.380 5.111 0.751 -0.200 -0.380 -0.192 0.000
C 0.206 0.862 0.626 0.553 -0.353 -0.183 0.134
N -1.170 -2.988 -0.456 -1.171 -2.096 -1.096 0.081
C -1.728 -3.861 1.693 -0.347 0.084 0.914 0.083
H -3.552 -2.226 -1.710 0.168 0.245 0.328 0.000
C 3.014 4.076 0.871 -0.184 0.493 0.567 0.000
```
Forces are in eV/Å.